Computed, not measured: C2H4N4 in the gas phase at a distorted geometry, with ωB97M-V/def2-TZVPD.

LUMO energy = 0.579 eV
SMILES = [H]/N=c1\[nH]cn[nH]1
energy above the lowest of the compared OMol25 structures with the same formula, charge and spin = 4.100 eV
HOMO energy = -8.642 eV

```
! RIJCOSX wB97M-V def2-TZVPD def2/J DEFGRID3
* xyz 0 1
C -0.62911 0.49840 0.24949
C 1.39535 -0.75185 -0.41208
H -1.29377 2.12659 0.30665
H 1.02548 1.50967 -0.19010
H 2.48432 -0.87958 -0.35167
H -1.68690 -1.49015 0.16936
N -1.80136 1.11152 0.09600
N 0.65456 0.48034 -0.27387
N 0.46795 -1.64196 -0.06926
N -0.61652 -0.96298 0.47547
*
```

---

Computed, not measured: a molecular structure, C26H16ClFN5NaO8S at a distorted geometry, with ωB97M-V/def2-TZVPD.

LUMO energy = 3.909 eV
HOMO energy = -2.287 eV

```
! RIJCOSX wB97M-V def2-TZVPD def2/J DEFGRID3
* xyz -2 1
Na 0.13402 -0.10845 -0.58069
S -3.64363 -3.15948 -1.03405
C -2.62395 -3.50446 -2.36705
C -1.43325 -2.84534 -2.33309
C -1.24029 -1.98347 -1.21914
C -2.31788 -2.01846 -0.41024
C -2.57498 -1.33778 0.81297
C -3.69282 -1.63854 1.62082
C -3.87815 -0.96779 2.80402
C -2.95851 0.00493 3.18123
C -1.89737 0.24525 2.32306
N -1.69909 -0.38992 1.18818
H -2.98167 -4.19834 -3.11290
H -0.69572 -2.97809 -3.11536
H -4.39071 -2.40138 1.30495
H -4.72625 -1.19586 3.43904
H -3.05983 0.55483 4.10599
H -1.15504 0.99677 2.56948
O 3.76631 0.01177 4.39926
C 3.49642 1.28372 4.31834
O 3.89719 2.09429 5.13542
C 2.65125 1.72578 3.17698
C 2.07199 2.97837 3.03765
Cl 2.08844 4.27226 4.14017
N 1.37147 2.99760 1.87314
N 1.48113 1.81875 1.26043
C 2.22963 1.03825 2.00339
C 2.47255 -0.37651 1.52234
O 3.01764 -1.16455 2.34192
O 2.10873 -0.63929 0.38062
C 0.60993 4.00508 1.24996
C 0.96806 5.34616 1.32452
C 0.23134 6.28977 0.63002
C -0.85863 5.90359 -0.12964
C -1.21466 4.56744 -0.19402
C -0.48810 3.61284 0.48976
H 3.42234 -0.54471 3.52890
H 1.82317 5.64572 1.90769
H 0.51556 7.33223 0.67560
H -1.42498 6.63752 -0.68204
H -2.06052 4.26250 -0.78477
H -0.74030 2.56686 0.41025
F -2.82988 5.87164 -5.62334
C -3.24769 5.34474 -4.43959
C -3.05208 4.01986 -4.19272
N -3.54772 3.41818 -3.08135
C -3.04481 2.11757 -2.74859
C -1.43065 2.21307 -2.59279
O -0.93018 3.14190 -3.22327
O -0.93591 1.34666 -1.88300
C -4.22209 4.14718 -2.12289
O -4.73357 3.66207 -1.13606
N -4.32298 5.49646 -2.38193
C -3.88610 6.21618 -3.49793
O -4.09411 7.41592 -3.57443
H -2.56246 3.38460 -4.91100
H -3.24517 1.41002 -3.55365
H -3.49281 1.76692 -1.82312
H -4.78214 6.03413 -1.65481
*
```

---

Computed, not measured: 15 unconnected molecules or ions with the total composition C23H43Br2Cl28NO2, with ωB97M-V/def2-TZVPD.

LUMO energy = 0.213 eV
HOMO energy = -9.769 eV

```
! RIJCOSX wB97M-V def2-TZVPD def2/J DEFGRID3
* xyz 0 1
C -0.14658 -0.99468 -1.40552
C 0.90288 -0.13713 -2.10697
Br 2.66227 -1.01352 -1.93426
C 0.67957 0.18246 -3.59134
Br -0.14776 -1.33766 -4.49437
C 0.00272 1.54117 -3.91984
N 1.15168 2.49035 -4.07100
C 1.36759 3.07813 -2.77309
O 2.43030 3.50888 -2.41718
C 0.08701 3.02336 -1.96245
C -0.89322 2.30200 -2.89586
C -2.13031 1.69813 -2.25291
C -3.26079 1.47777 -3.24677
O -2.87253 0.73434 -4.38902
H -0.38060 -0.55280 -0.43657
H -1.07226 -1.05961 -1.97264
H 0.21956 -1.99716 -1.20788
H 1.06797 0.77545 -1.54839
H 1.64605 0.24836 -4.07751
H -0.54048 1.49291 -4.85852
H 0.85262 3.27547 -4.65110
H -0.22297 4.04190 -1.72758
H 0.27619 2.49163 -1.02818
H -1.31312 3.10977 -3.51493
H -2.49131 2.43145 -1.52609
H -1.92759 0.79624 -1.67368
H -4.09504 0.99323 -2.72641
H -3.62750 2.44351 -3.60781
H -3.00807 -0.20211 -4.21677
C -4.70623 2.68907 1.10850
Cl -5.27676 1.04806 0.79955
Cl -2.94633 2.77631 1.28199
H -4.99517 3.31018 0.26832
H -5.16171 3.04446 2.02591
C 0.46117 -2.20715 2.74831
Cl 1.78913 -2.27430 1.57681
Cl -0.79859 -1.05092 2.30415
H 0.00427 -3.18937 2.80381
H 0.87650 -1.92056 3.70676
C 3.88680 -4.21806 3.69105
Cl 3.77846 -2.62560 4.45034
Cl 3.50678 -5.52512 4.82369
H 3.17703 -4.25590 2.87292
H 4.89726 -4.35842 3.32659
C -8.58859 0.28563 3.44659
Cl -7.34413 1.53246 3.59422
Cl -8.88153 -0.17952 1.76684
H -8.25462 -0.58966 3.98982
H -9.51072 0.67569 3.85905
C -2.80399 -3.83853 0.74433
Cl -1.54560 -4.24362 -0.42858
Cl -3.59377 -2.29701 0.40096
H -3.55075 -4.62296 0.72962
H -2.34438 -3.76018 1.72297
C -4.01290 -3.34090 -5.09928
Cl -3.76836 -2.31910 -6.51669
Cl -3.39528 -2.58578 -3.61643
H -5.07550 -3.51065 -4.97360
H -3.47441 -4.26973 -5.24356
C 3.77156 4.23673 -5.58244
Cl 5.13970 3.88454 -6.64618
Cl 2.91953 5.71556 -6.06351
H 3.07412 3.41029 -5.63212
H 4.13749 4.36358 -4.57125
C 2.69898 0.10618 7.09593
Cl 2.11358 0.07717 5.42562
Cl 1.38116 0.15289 8.26756
H 3.28076 -0.79260 7.26358
H 3.30733 0.99302 7.22550
C -8.74995 -4.39128 -5.50951
Cl -9.38051 -5.92843 -6.10048
Cl -7.27359 -4.59830 -4.54909
H -8.51224 -3.76421 -6.35984
H -9.49776 -3.92996 -4.87671
C 5.83444 0.25155 -0.76186
Cl 5.84274 -1.51310 -0.76716
Cl 7.43775 0.93801 -0.44855
H 5.50235 0.59112 -1.73580
H 5.15995 0.58277 0.01882
C 4.98154 3.85117 -0.02169
Cl 4.88358 5.46395 0.69129
Cl 4.54542 2.58522 1.14082
H 4.28879 3.80107 -0.85474
H 5.99897 3.67293 -0.34538
C 0.32444 2.90321 3.26667
Cl -0.02076 2.82673 1.52048
Cl -1.11388 2.92100 4.29383
H 0.90800 2.02891 3.52576
H 0.88092 3.81206 3.45056
C 6.33980 -7.76776 5.50135
Cl 8.03305 -7.32212 5.24980
Cl 6.02199 -8.29957 7.15677
H 5.72420 -6.89986 5.30042
H 6.09787 -8.58201 4.82910
C 3.35190 4.28628 5.65652
Cl 3.57058 3.49566 4.09051
Cl 2.07604 5.51005 5.61000
H 3.07265 3.53772 6.38889
H 4.28317 4.76911 5.92623
*
```

---

Computed, not measured: a molecular structure, C20H45N4ScSi4 at a distorted geometry, with ωB97M-V/def2-TZVPD.

LUMO energy = -6.141 eV
HOMO energy = -12.710 eV

```
! RIJCOSX wB97M-V def2-TZVPD def2/J DEFGRID3
* xyz 2 1
Sc -0.17633 0.20462 0.45923
C -2.30732 -1.91506 -0.44688
C -2.79289 -0.60332 -1.03733
N -1.64624 0.30257 -1.34139
C -0.94673 -0.05160 -2.60506
C 0.40066 -0.69256 -2.38285
C 1.23885 -1.00050 -3.43472
C 2.46471 -1.58873 -3.15411
C 2.80241 -1.88566 -1.83990
C 1.90441 -1.57266 -0.84098
C 2.16225 -1.94059 0.59942
N 1.22442 -1.28592 1.55217
C 0.32253 -2.25461 2.23829
C -0.73759 -2.76777 1.27857
N -1.60870 -1.64693 0.83664
N 0.73710 -0.96464 -1.11226
H -1.60015 -2.38351 -1.13220
H -3.15085 -2.59415 -0.31647
H -3.43961 -0.09496 -0.31818
H -3.38362 -0.80234 -1.93354
H -2.03001 1.23602 -1.47021
H -0.80024 0.84790 -3.20360
H -1.56105 -0.72737 -3.20625
H 0.94503 -0.77392 -4.45102
H 3.14764 -1.83083 -3.95790
H 3.75071 -2.34700 -1.59823
H 3.19179 -1.68180 0.84524
H 2.08638 -3.02808 0.68502
H 1.79878 -0.84712 2.26883
H -0.15434 -1.73558 3.07363
H 0.87368 -3.10567 2.64375
H -1.31083 -3.56759 1.74810
H -0.25330 -3.18317 0.39366
H -2.32823 -1.51855 1.54540
C -0.73886 4.90917 2.51143
Si -1.00412 3.25081 1.72354
C -1.23231 1.84150 2.99043
C -2.49769 3.20621 0.58394
Si 0.97195 2.55747 0.50390
Si 2.85197 2.42914 1.93630
C 3.62963 4.04506 2.42492
C 2.29580 1.48907 3.49045
C 4.06244 1.33670 0.97648
Si 1.41309 3.86302 -1.41045
C -0.19202 3.98429 -2.38193
C 2.10364 5.55226 -1.06143
C 2.61620 2.79121 -2.38260
H -1.61960 5.24163 3.06848
H -0.52802 5.66253 1.75030
H 0.10320 4.88714 3.20542
H -2.21925 1.85748 3.46060
H -0.49389 1.91013 3.78840
H -1.12082 0.83534 2.53345
H -3.38705 3.59238 1.08958
H -2.73409 2.18650 0.25608
H -2.34221 3.81908 -0.30444
H 2.92143 4.68764 2.95150
H 3.99377 4.59368 1.55447
H 4.48255 3.87804 3.08832
H 2.10846 2.18156 4.31466
H 3.06320 0.78950 3.83766
H 1.37053 0.93058 3.33067
H 4.80269 1.94765 0.45396
H 3.54833 0.73976 0.21756
H 4.61759 0.65972 1.63351
H -0.96409 4.51111 -1.81901
H -0.57700 2.99030 -2.63132
H -0.04887 4.52550 -3.32082
H 1.38224 6.17892 -0.53302
H 2.36363 6.06193 -1.99275
H 3.00775 5.50163 -0.45223
H 2.29255 1.74607 -2.37997
H 3.61794 2.82611 -1.94668
H 2.70330 3.11299 -3.42436
*
```

---

Computed, not measured: a molecular structure, C4H9NO, with ωB97M-V/def2-TZVPD.

LUMO energy = 0.780 eV
energy above the lowest of the compared OMol25 structures with the same formula, charge and spin = 6.077 eV
HOMO energy = -8.416 eV

```
! RIJCOSX wB97M-V def2-TZVPD def2/J DEFGRID3
* xyz 0 1
C -1.98728 0.32110 -0.36476
N -0.36430 0.92921 0.32981
C -0.46306 -0.66746 -0.23920
C 0.44330 -0.11764 0.80137
C 1.91954 -0.01561 0.40671
O 2.06908 0.40621 -0.92329
H -2.33812 -0.31194 -1.19230
H -2.57421 0.10729 0.52781
H -2.11853 1.35165 -0.67907
H -1.06237 -1.49256 0.14289
H -0.02522 -0.80387 -1.22249
H 0.29369 -0.49028 1.82832
H 2.40826 -0.99086 0.51115
H 2.40985 0.68036 1.10686
H 1.38938 1.09440 -1.03382
*
```

---

Computed, not measured: a molecular structure, C54H36F2N9PTl, with ωB97M-V/def2-TZVPD.

LUMO energy = 1.075 eV
HOMO energy = -3.265 eV

```
! RIJCOSX wB97M-V def2-TZVPD def2/J DEFGRID3
* xyz -1 1
Tl 0.86489 1.45822 -0.90976
C 4.37488 -4.30475 -1.32425
C 3.07672 -4.63959 -1.70305
C 1.98117 -4.07262 -1.06705
C 2.21032 -3.17916 -0.03657
C 1.17751 -2.44510 0.73096
N -0.07939 -2.56835 0.73101
C -0.92112 -1.72165 1.49320
C -1.69699 -1.98732 2.61039
C -2.13022 -3.18788 3.24278
C -2.80195 -3.10188 4.42552
C -3.04139 -1.84744 5.06731
C -2.63022 -0.68112 4.48845
C -1.98173 -0.72485 3.23395
C -1.43101 0.31662 2.45532
N -1.20415 1.61033 2.89401
C -0.03496 2.08743 2.51539
N 0.67319 1.49779 1.58327
C 2.04468 1.58978 1.87883
N 2.50531 0.66137 0.67110
C 2.19582 -0.22604 1.60666
N 2.32681 0.34187 2.78324
C 3.55937 -0.44823 3.40086
N 4.24354 -1.40194 2.35598
C 3.52097 -1.94563 1.50980
N 1.97418 -1.66280 1.73472
C 3.51037 -2.86287 0.35732
C 4.60417 -3.40990 -0.28818
C 2.68414 -1.49599 4.06512
C 2.67411 -1.91147 5.37670
C 1.81148 -2.93669 5.77319
C 0.99653 -3.56944 4.85264
C 0.99410 -3.16727 3.51647
C 1.79237 -2.10610 3.17565
C 2.16008 2.91071 2.61594
C 3.21169 3.72708 2.95629
C 2.94884 4.83279 3.77213
C 1.67253 5.06787 4.26011
C 0.61302 4.20984 3.94933
C 0.85959 3.14056 3.11990
N -0.88872 -0.33200 1.34051
H 5.21460 -4.74222 -1.84821
H 2.92178 -5.33653 -2.51645
H 0.96585 -4.28932 -1.37275
H -1.95828 -4.14856 2.76914
H -3.16668 -4.00850 4.89518
H -3.55727 -1.82872 6.01893
H -2.80554 0.27827 4.96003
H 5.60613 -3.13893 0.01655
H 3.34885 -1.43541 6.07638
H 1.79019 -3.24933 6.81006
H 0.34609 -4.37944 5.15544
H 0.38478 -3.68635 2.79632
H 4.21217 3.52489 2.59611
H 3.75314 5.51147 4.02759
H 1.49325 5.93225 4.88718
H -0.38469 4.38516 4.33179
C -4.57807 0.79444 -2.56137
C -3.59729 -0.14020 -2.70721
C -2.22793 0.17801 -2.16497
C -1.93876 1.60881 -2.58104
C -2.94774 2.52303 -2.29794
C -4.27498 2.11774 -2.13208
P -0.45868 2.16269 -3.41864
C -0.88093 2.83430 -5.08051
C 0.16187 3.07330 -5.98173
C -0.06931 3.71336 -7.18921
C -1.35113 4.14734 -7.51397
C -2.39263 3.91519 -6.62873
C -2.16071 3.26046 -5.42282
C 0.40777 0.59774 -3.75420
C 0.32760 -0.18434 -4.90406
C 0.98834 -1.40677 -4.96178
C 1.71207 -1.85832 -3.86428
C 1.77383 -1.08932 -2.70649
C 1.13453 0.14058 -2.64351
H -5.59592 0.55253 -2.85710
H -3.77904 -1.09306 -3.19248
H -1.48966 -0.49781 -2.60223
H -2.71704 3.58779 -2.32309
H -5.05755 2.83879 -1.93591
H 1.16757 2.75262 -5.72781
H 0.75159 3.88165 -7.87693
H -1.53186 4.66505 -8.44816
H -3.39644 4.24089 -6.87545
H -2.98416 3.05779 -4.74801
H -0.25291 0.16093 -5.75249
H 0.93167 -2.01181 -5.85950
H 2.22975 -2.81099 -3.90833
H 2.35160 -1.44793 -1.86404
F -0.59345 3.67985 0.39933
C 0.49625 3.61094 -0.43052
F 0.19153 4.40029 -1.49754
H 1.33630 4.09491 0.07384
C -3.55265 -2.15247 -0.23098
C -3.32363 -0.66119 0.07127
C -2.12110 -0.09223 -0.61834
N -0.98971 0.12606 -0.03552
H -4.25610 -2.56339 0.49547
H -2.63200 -2.73350 -0.16509
H -3.96923 -2.27920 -1.22960
H -3.25081 -0.49880 1.14232
H -4.17570 -0.09865 -0.30704
*
```

---

Computed, not measured: a molecular structure, C31H17Cl5N4O5Ti at a distorted geometry, with ωB97M-V/def2-TZVPD.

LUMO energy (alpha / beta) = 4.108 / 4.108 eV
energy above the lowest of the compared OMol25 structures with the same formula, charge and spin = 0.925 eV
HOMO energy (alpha / beta) = -0.570 / -2.252 eV

```
! RIJCOSX wB97M-V def2-TZVPD def2/J DEFGRID3
* xyz -2 3
Ti 0.30613 -0.28048 0.25053
O 2.12694 -3.85684 1.48668
C 1.35217 -2.94671 1.17403
N 1.69536 -1.76405 0.57667
C 3.02265 -1.28798 0.48216
C 4.13778 -1.83686 1.11920
C 5.37405 -1.21267 1.01183
C 5.51859 -0.04013 0.27857
C 4.41087 0.50185 -0.35926
C 3.17463 -0.11180 -0.26985
N 1.97989 0.40827 -0.86653
C 2.07548 0.73044 -2.15916
O 3.03960 0.59593 -2.92187
C 0.83360 1.37117 -2.76209
C 0.46670 0.93043 -4.03413
C -0.67547 1.46182 -4.59580
C -1.37651 2.44564 -3.90895
C -0.90206 2.84189 -2.67142
N 0.17616 2.30656 -2.09040
C -0.09983 -3.01767 1.40987
C -0.71794 -4.17550 1.87920
C -2.06959 -4.18419 2.11491
C -2.79019 -2.99780 1.86750
C -2.12754 -1.89950 1.39520
N -0.79842 -1.88279 1.15222
H 4.01403 -2.74867 1.68162
H 6.23333 -1.65026 1.50913
H 6.48364 0.44584 0.19950
H 4.49679 1.40453 -0.94891
H 1.05986 0.16619 -4.51103
H -1.02620 1.10604 -5.55859
H -2.28528 2.88343 -4.30131
H -1.42979 3.59562 -2.09794
H -0.08474 -5.03655 2.04959
H -2.57306 -5.07137 2.47706
H -3.85644 -2.92155 2.03465
H -2.65395 -0.97532 1.19517
Cl -5.87345 0.09873 -3.80323
C -4.28553 -0.18158 -3.05590
C -3.44098 -1.11073 -3.63899
C -2.18899 -1.32471 -3.05987
Cl -1.12435 -2.47283 -3.84071
C -1.75786 -0.63914 -1.93311
O -0.56703 -0.82637 -1.43202
C -2.65864 0.30619 -1.33424
C -2.33070 1.06250 -0.18999
O -1.20476 0.97520 0.47678
C -3.92619 0.51655 -1.92826
H -3.73560 -1.65472 -4.52447
H -3.05700 1.79083 0.16859
H -4.60476 1.23804 -1.48938
Cl -0.17678 4.79213 5.88221
C 0.11936 3.45970 4.75455
C 0.65088 3.71892 3.50742
C 0.87587 2.66685 2.63234
Cl 1.53955 3.08557 1.06099
C 0.60239 1.33787 2.94346
O 0.83551 0.39730 2.11913
C 0.04984 1.12960 4.23190
Cl -0.34935 -0.48657 4.74763
C -0.18627 2.15711 5.12668
H 0.89022 4.72434 3.19168
H -0.60664 1.94227 6.09873
*
```